No. 1
# C24H28N6O6Yb

C24H28N6O6Yb as an isolated structure (ωB97M-V/def2-TZVPD, the Open Molecules 2025 dataset).

Computed properties:
ΔE to the lowest compared entry with this formula, charge and spin (eV): 0.386
Expectation value of S²: 0.751
Multiplicity: 2
Net charge: -1
HOMO energy (alpha / beta) (hartree): -0.1907 / -0.1908

Atoms and positions in Å:
Yb 0.8180 -0.2633 0.8141
O -0.7042 -1.2526 2.6152
C -0.0147 -1.4452 3.8505
C 0.6307 -0.1447 4.3051
N 1.4676 0.5056 3.2834
C 1.2352 1.9413 3.2587
C -0.1505 2.2144 2.6478
O -0.7088 3.2783 2.8556
O -0.6170 1.2417 1.9303
C 2.8512 0.0605 3.3643
C 2.8891 -1.4074 2.9174
O 3.5354 -2.2367 3.5335
O 2.1484 -1.6298 1.8830
H -1.0700 -0.3423 2.6320
H 0.7066 -2.2418 3.6893
H -0.7228 -1.7693 4.6225
H 1.2162 -0.3273 5.2169
H -0.1673 0.5512 4.5791
H 1.9834 2.4098 2.6180
H 1.2876 2.4134 4.2487
H 3.2812 0.1591 4.3690
H 3.4457 0.6479 2.6598
C -2.0444 -1.9606 -0.3595
N -0.6190 -1.7328 -0.4726
C 0.0445 -2.5338 -1.2460
C 1.4215 -2.3552 -1.5001
C 2.3237 -3.1526 -2.2150
C 3.5571 -2.5159 -2.0990
C 3.3353 -1.3676 -1.3243
N 2.0530 -1.2624 -0.9587
C -2.8491 -1.5680 -1.5854
C -2.2682 -1.0452 -2.7318
C -3.0544 -0.7273 -3.8344
C -4.4255 -0.9148 -3.8007
C -5.0155 -1.4282 -2.6515
C -4.2313 -1.7532 -1.5590
H -2.4182 -1.4051 0.5055
H -2.2499 -3.0174 -0.1396
H -0.4677 -3.3664 -1.7397
H 2.0965 -4.0701 -2.7345
H 4.5006 -2.8259 -2.5168
H 4.0629 -0.6300 -1.0183
H -1.2019 -0.8702 -2.7624
H -2.5856 -0.3204 -4.7215
H -5.0318 -0.6625 -4.6610
H -6.0870 -1.5778 -2.6107
H -4.6935 -2.1575 -0.6650
C -2.4304 2.5270 -1.7665
C -1.1631 3.3335 -2.0544
C -0.0326 2.4457 -1.5102
O -0.6614 1.3407 -0.8332
C -2.0131 1.7275 -0.5484
H -2.6678 1.8528 -2.5897
H -3.2974 3.1600 -1.5771
H -1.1870 4.2762 -1.5071
H -1.0345 3.5640 -3.1112
H 0.5948 2.9887 -0.8040
H 0.6039 2.0214 -2.2873
H -2.0353 2.3167 0.3717
H -2.5879 0.8149 -0.3991
N 2.2295 1.4530 0.3122
C 3.0705 1.9932 -0.2994
N 3.8856 2.7276 -0.9442
C 5.0826 2.2978 -1.2996
N 6.1507 2.0179 -1.6449

***

No. 2
# C24H28NO3Zn

C24H28NO3Zn as an isolated structure at a distorted geometry (ωB97M-V/def2-TZVPD, the Open Molecules 2025 dataset).

Computed properties:
ΔE to the lowest compared entry with this formula, charge and spin (eV): 0.000
Multiplicity: 1
Net charge: -1
HOMO energy (hartree): -0.1590

Atoms and positions in Å:
C 2.3656 0.0991 0.7691
C 2.4121 -0.6146 -0.4723
C 1.9483 0.2505 -1.4874
H 2.8190 -1.6133 -0.6230
C 1.6139 1.5000 -0.9091
C 1.8926 1.4315 0.4816
H 1.2856 2.3922 -1.4496
C -1.3951 -1.6956 1.2340
C -0.2783 -2.4472 0.7186
C -0.3520 -2.4235 -0.7044
H 0.4268 -3.0261 1.3095
C -1.4493 -1.6027 -1.0838
C -2.0565 -1.0901 0.1155
H 1.9575 0.0356 -2.5555
H 1.9643 2.2816 1.1568
H 2.8427 -0.2065 1.7003
H -2.9825 -0.5046 0.1313
H 0.2541 -3.0126 -1.3926
H -1.7985 -1.7720 2.2366
Zn 0.0827 -0.0554 0.7266
C -1.9873 -1.3423 -2.4695
C -3.4995 -1.5962 -2.4640
C -1.3227 -2.2631 -3.4867
H -3.7020 -2.6259 -2.1370
H -3.8918 -1.4588 -3.4754
H -4.0324 -0.9126 -1.7933
H -1.4831 -3.3110 -3.2078
H -0.2466 -2.0707 -3.5514
H -1.7707 -2.0886 -4.4687
C -1.6596 0.1326 -2.8295
C -2.1846 0.6376 -4.1780
H -0.5651 0.2646 -2.7934
H -2.0699 0.8185 -2.0658
O -3.1031 0.1251 -4.8043
N -1.5578 1.7475 -4.6812
C -0.4272 2.4729 -4.1117
H -2.0365 2.1711 -5.4633
C 0.9104 1.8872 -4.5467
C 2.0984 2.5403 -4.1803
H 2.0295 3.4726 -3.6032
C 3.3348 2.0022 -4.5533
H 4.2519 2.5037 -4.2325
C 3.3885 0.8441 -5.3421
H 4.3524 0.4459 -5.6556
C 2.2069 0.2100 -5.7400
H 2.2245 -0.6863 -6.3623
C 0.9669 0.7365 -5.3507
H 0.0329 0.2759 -5.6976
H -0.4870 2.4882 -3.0045
H -0.4862 3.5162 -4.4625
C 0.2435 0.3450 4.3178
C -0.6746 1.1525 3.4451
O -1.6065 1.8016 3.9253
O -0.4048 1.1455 2.1583
H 0.0269 0.4699 5.3829
H 1.2878 0.6352 4.1558
H 0.1704 -0.7263 4.0967

***

No. 3
# C24H29AuBrN4O3S

C24H29AuBrN4O3S as an isolated structure at a distorted geometry (ωB97M-V/def2-TZVPD, the Open Molecules 2025 dataset).

Computed properties:
Multiplicity: 1
Net charge: -1
HOMO energy (hartree): -0.1719

Atoms and positions in Å:
Au -0.1878 0.0862 0.0869
C 5.0261 6.4891 -0.0207
C 5.2214 4.9700 -0.0206
C 6.0015 4.6043 1.2501
C 6.0055 4.5992 -1.2875
C 3.9079 4.2058 -0.0148
C 3.9148 2.8211 -0.0216
C 2.7327 2.1162 -0.0225
Br 2.9331 0.1992 -0.0655
C 1.4493 2.7075 -0.0177
O 0.3439 2.0541 -0.0522
C 1.4617 4.1367 0.0120
C 2.6642 4.8210 0.0024
C 0.1995 5.0028 0.0254
C -1.1201 4.2314 0.0977
C 0.2525 5.9353 1.2492
C 0.1812 5.8489 -1.2588
H 5.9998 6.9782 -0.0303
H 4.4940 6.8103 0.8726
H 4.4766 6.8107 -0.9029
H 6.9482 5.1410 1.2937
H 6.2008 3.5379 1.3015
H 5.4099 4.8771 2.1223
H 6.9513 5.1382 -1.3288
H 5.4180 4.8664 -2.1642
H 6.2088 3.5331 -1.3330
H 4.8435 2.2694 -0.0344
H 2.6357 5.8980 0.0009
H -1.1676 3.6197 0.9942
H -1.2485 3.5763 -0.7577
H -1.9489 4.9399 0.1167
H 0.3073 5.3448 2.1614
H -0.6429 6.5542 1.2885
H 1.1165 6.5947 1.2180
H 0.1610 5.1979 -2.1299
H 1.0616 6.4842 -1.3285
H -0.7018 6.4858 -1.2807
N -4.8639 1.7301 5.4049
C -4.7723 1.2740 4.0926
C -4.2306 2.0952 3.1014
C -4.1153 1.6335 1.8056
C -4.5498 0.3612 1.4905
C -5.0394 -0.4828 2.4649
C -5.1575 -0.0270 3.7648
S -4.3212 -0.1844 -0.1958
O -4.4781 0.9713 -1.0434
O -5.2073 -1.2887 -0.4803
N -2.7389 -0.5587 -0.1547
C -2.3084 -1.6907 0.3132
N -0.9387 -1.7978 0.3610
C -0.4133 -2.9812 0.6168
C -1.1965 -4.0878 0.8905
C -2.5668 -3.8434 0.9971
N -3.1120 -2.6847 0.7434
H -4.8859 2.7332 5.5090
H -5.5520 1.2610 5.9721
H -3.8949 3.0900 3.3582
H -3.7016 2.2390 1.0164
H -5.3220 -1.4838 2.1815
H -5.5398 -0.6778 4.5405
H 0.6685 -3.0366 0.6226
H -0.7735 -5.0633 1.0667
H -3.2516 -4.6219 1.3193

***

No. 4
# C24H29BCl2F4N7O10SSr

C24H29BCl2F4N7O10SSr as an isolated structure (ωB97M-V/def2-TZVPD, the Open Molecules 2025 dataset).

Computed properties:
ΔE to the lowest compared entry with this formula, charge and spin (eV): 0.258
Multiplicity: 1
Net charge: -1
HOMO energy (hartree): -0.1915

Atoms and positions in Å:
Sr 0.0883 -0.4410 -0.1418
O 1.7668 -0.8951 2.8712
Cl 2.4920 -0.2159 1.8301
O 3.8236 0.0803 2.2285
O 1.7668 0.9939 1.4597
O 2.4912 -1.0713 0.6319
O -3.5040 -2.8045 -0.9934
Cl -2.5672 -2.1735 -1.8891
O -3.1829 -1.8973 -3.1470
O -1.3958 -2.9933 -2.0455
O -2.1435 -0.8976 -1.2796
N -0.4949 1.9409 -5.4896
C 0.1549 0.8460 -5.9486
O 0.2143 0.5584 -7.1332
C 0.7981 -0.0172 -4.9053
C 1.8470 -0.8486 -5.2731
C 2.4491 -1.6322 -4.3085
C 1.9857 -1.5520 -3.0059
N 0.9623 -0.7810 -2.6453
C 0.3765 -0.0368 -3.5852
H -0.9009 2.5498 -6.1784
H -0.3603 2.2994 -4.5575
H 2.1663 -0.8598 -6.3068
H 3.2806 -2.2809 -4.5452
H 2.4631 -2.1176 -2.2139
H -0.4818 0.5433 -3.2672
C -3.1665 2.1098 0.2482
N -3.3147 1.7594 1.6571
C -4.1549 2.6196 2.4678
C -4.5616 1.8945 3.7336
C -3.3137 1.4425 4.4617
N -2.4247 0.7272 3.5674
C -1.3316 0.0137 4.2063
C -2.3784 0.9491 2.2184
O -1.5190 0.3912 1.5274
H -4.1332 2.4511 -0.1196
H -2.8680 1.2399 -0.3284
H -2.4316 2.9039 0.1043
H -5.0308 2.8838 1.8744
H -3.6350 3.5561 2.7123
H -5.1733 1.0286 3.4714
H -5.1526 2.5482 4.3761
H -3.5688 0.7734 5.2875
H -2.7935 2.3060 4.8982
H -1.7316 -0.7737 4.8495
H -0.7361 0.6958 4.8205
H -0.6812 -0.4244 3.4573
F -1.4409 3.1278 -2.5108
B -0.2628 3.0913 -1.7772
F -0.1406 1.7914 -1.1713
F 0.8384 3.2464 -2.6404
F -0.2426 4.0539 -0.7722
N -1.9857 -4.1757 1.8330
C -1.7574 -2.9180 1.3738
N -0.5020 -2.6877 1.1176
C 0.1602 -3.8729 1.4211
C 1.5147 -4.1873 1.3465
C 1.8920 -5.4664 1.7063
C 0.9532 -6.4173 2.1348
C -0.3923 -6.1148 2.2231
C -0.7649 -4.8262 1.8590
H -2.8936 -4.5806 1.9696
H -2.5582 -2.2137 1.2161
H 2.2334 -3.4420 1.0336
H 2.9374 -5.7429 1.6619
H 1.2924 -7.4093 2.4046
H -1.1171 -6.8474 2.5543
S 4.5493 0.7274 -2.3356
C 4.4928 2.0864 -1.3676
N 3.3437 2.8173 -1.2690
C 3.1673 3.8978 -0.4744
C 4.1833 4.3518 0.3032
C 5.4148 3.6584 0.2423
C 5.5686 2.5722 -0.5631
H 2.5607 2.5309 -1.8487
H 2.1797 4.3352 -0.5123
H 4.0375 5.2074 0.9442
H 6.2467 3.9897 0.8520
H 6.4977 2.0244 -0.6075

***

No. 5
# C24H29BN3O2Pt

C24H29BN3O2Pt as an isolated structure (ωB97M-V/def2-TZVPD, the Open Molecules 2025 dataset).

Computed properties:
ΔE to the lowest compared entry with this formula, charge and spin (eV): 0.000
Multiplicity: 1
Net charge: +1
HOMO energy (hartree): -0.3978

Atoms and positions in Å:
Pt -1.5383 1.9420 0.8213
N -1.5275 1.3137 2.8027
C -0.6705 1.9817 3.7757
C -0.5858 1.4866 5.0435
C 0.2637 2.0882 5.9927
C 1.0075 3.1788 5.6511
C 0.9164 3.7311 4.3522
C 1.6550 4.8713 3.9557
C 1.5017 5.3693 2.6976
C 0.5813 4.7439 1.8306
N -0.1182 3.6883 2.1526
C 0.0593 3.1446 3.3940
H -1.3244 0.3139 2.7853
H -2.4951 1.3815 3.1196
H -1.1551 0.6062 5.3184
H 0.3233 1.6720 6.9886
H 1.6654 3.6456 6.3730
H 2.3268 5.3390 4.6645
H 2.0504 6.2376 2.3619
H 0.4237 5.1409 0.8335
C 2.8337 -5.4864 -0.3503
C 1.7465 -4.9310 -1.2811
C 2.4265 -4.3643 -2.5277
C 0.8143 -6.0704 -1.7165
C 0.9347 -3.8704 -0.5358
C 0.2516 -4.2304 0.6326
C -0.5115 -3.3341 1.3715
C -0.5689 -2.0454 0.8957
O -1.2464 -0.9463 1.4126
B -0.9612 0.0899 0.5252
O -0.1341 -0.3241 -0.5013
C 0.0951 -1.6704 -0.2527
C 0.8534 -2.5520 -0.9897
H 3.4244 -6.2396 -0.8746
H 2.4064 -5.9560 0.5359
H 3.5066 -4.6925 -0.0214
H 2.9918 -5.1556 -3.0210
H 3.1271 -3.5647 -2.2792
H 1.6997 -3.9817 -3.2471
H 1.3817 -6.8317 -2.2548
H 0.0287 -5.6992 -2.3769
H 0.3378 -6.5518 -0.8624
H 0.3132 -5.2519 0.9829
H -1.0338 -3.6360 2.2687
H 1.3584 -2.2167 -1.8831
C -1.5599 1.1618 -4.3825
C -1.9450 2.4929 -3.7196
C -1.0000 3.6175 -4.1630
C -3.4060 2.8521 -4.0223
C -1.8076 2.3205 -2.2662
N -1.7096 2.1675 -1.1370
H -1.6538 1.2765 -5.4624
H -2.2189 0.3556 -4.0623
H -0.5310 0.8879 -4.1519
H -1.0983 3.7456 -5.2408
H 0.0380 3.3730 -3.9392
H -1.2535 4.5615 -3.6810
H -3.5125 2.9793 -5.0994
H -3.6949 3.7835 -3.5363
H -4.0827 2.0615 -3.7001

***

No. 6
# C24H29Cl2N4O4PtS

C24H29Cl2N4O4PtS as an isolated structure at a distorted geometry (ωB97M-V/def2-TZVPD, the Open Molecules 2025 dataset).

Computed properties:
ΔE to the lowest compared entry with this formula, charge and spin (eV): 24.661
Multiplicity: 1
Net charge: -1
HOMO energy (hartree): -0.1407

Atoms and positions in Å:
Pt -0.4698 0.4167 -1.5636
O -3.5063 2.0522 -2.6784
S -3.0390 0.9320 -1.9086
O -4.1017 0.1037 -1.3782
O -2.0876 1.4059 -0.7805
O -2.0739 0.0574 -2.7256
Cl 3.4181 -1.8472 -2.0447
C 2.8235 -2.6598 -1.0276
Cl 0.8093 -1.0234 -2.8448
H 2.0114 -2.4357 -0.3508
H 3.0616 -3.6728 -0.7256
C 5.9674 -0.1327 -0.9582
C 4.6973 0.6363 -1.2213
C 4.1953 0.9886 -2.4468
C 2.4906 -0.8011 -2.3873
C 3.8875 -2.4715 -3.1968
C 2.6860 0.8249 -2.3660
C 2.4019 0.9727 -0.8751
C 3.6196 0.7200 -0.2415
N 1.1343 1.1499 -0.4431
C 0.8504 2.0337 0.7255
C -0.1409 1.3632 1.6801
C 0.2190 3.3115 0.1461
C 2.0820 2.4329 1.5415
H 5.6714 -1.1756 -1.0841
H 6.3398 0.0046 0.0564
H 6.7502 0.0957 -1.6799
H 4.7336 0.9742 -3.3834
H 4.0324 -0.9073 -1.6364
H 4.3052 -2.9822 -4.0232
H 4.5858 -2.1466 -1.5111
H 2.0342 1.3282 -3.0677
H 3.7549 0.4771 0.7989
H -1.0508 1.0923 1.1520
H -0.3896 2.0528 2.4905
H 0.2998 0.4644 2.1114
H -0.6733 3.0590 -0.4208
H 0.9285 3.8154 -0.5129
H -0.0611 3.9942 0.9528
H 2.4942 1.5777 2.0760
H 1.7735 3.1734 2.2819
H 2.8592 2.8698 0.9179
C -0.4453 -2.6851 2.2168
C -0.1075 -1.9169 1.1185
N -1.0078 -1.4317 0.2686
C -2.2964 -1.6532 0.5041
C -2.7440 -2.3747 1.6212
C -1.7868 -2.9230 2.4619
C -4.1774 -2.6151 1.8690
C -5.1753 -1.7392 1.7476
C -5.0829 -0.2980 1.4534
C -6.1323 0.3383 0.7995
C -6.0041 1.6951 0.5788
N -4.9570 2.3902 1.0093
C -4.0106 1.6882 1.6215
N -4.0208 0.3885 1.8782
H 0.3256 -3.0810 2.8648
H 0.9267 -1.6994 0.8843
H -3.0050 -1.2495 -0.2095
H -2.0937 -3.5151 3.3169
H -4.4214 -3.6320 2.1634
H -6.1903 -2.0974 1.8863
H -6.9894 -0.2197 0.4499
H -6.7711 2.2595 0.0597
H -3.1573 2.2469 1.9888

***

No. 7
# C24H29MnN3O7Si

C24H29MnN3O7Si as an isolated structure (ωB97M-V/def2-TZVPD, the Open Molecules 2025 dataset).

Computed properties:
Expectation value of S²: 8.817
Multiplicity: 6
Net charge: -2
HOMO energy (alpha / beta) (hartree): 0.0082 / -0.0964

Atoms and positions in Å:
Mn -0.3867 -0.6709 0.0947
O -3.6910 -1.5282 2.2313
C -2.9913 -1.4328 1.2447
O -1.7774 -0.9144 1.3238
C -3.4768 -1.8971 -0.1019
C -4.8032 -2.2695 -0.1887
C -5.3696 -2.7194 -1.3929
C -4.5482 -2.7985 -2.5113
C -3.2029 -2.4452 -2.4137
C -2.6217 -1.9693 -1.2283
O -1.3405 -1.5885 -1.1853
N -2.4129 -2.6027 -3.6464
O -1.2014 -2.6379 -3.5822
O -3.0264 -2.7395 -4.6980
N -6.7037 -3.0879 -1.4685
O -7.1580 -3.5018 -2.6051
O -7.4347 -3.0111 -0.4094
H -5.4239 -2.2142 0.6921
H -4.9527 -3.1498 -3.4447
C 4.7668 0.7789 -2.3149
Si 3.2179 0.2725 -3.2297
C 3.5465 -1.3073 -4.1631
C 2.8099 1.6130 -4.4636
C 1.8786 0.0169 -2.0535
C 1.0098 -0.2282 -1.2342
H 5.5881 0.9978 -3.0042
H 5.0878 -0.0125 -1.6317
H 4.5702 1.6711 -1.7140
H 4.3185 -1.1629 -4.9252
H 2.6299 -1.6484 -4.6514
H 3.8708 -2.0991 -3.4832
H 3.6478 1.7477 -5.1550
H 2.6176 2.5654 -3.9629
H 1.9205 1.3530 -5.0432
C 0.8367 3.9797 4.6451
C 0.3475 3.2901 3.3934
C -0.5877 3.9072 2.5754
C -0.9775 3.2685 1.3955
C -1.9785 3.9056 0.4649
C -0.4523 2.0332 1.0890
C 0.4270 1.3091 1.9424
C 0.8567 2.0337 3.0819
N 0.7825 0.0591 1.5493
C 1.6342 -0.9283 2.2180
C 0.9575 -2.2993 2.0695
C 2.9982 -0.9785 1.5150
C 1.8809 -0.7307 3.7186
H 0.3660 4.9571 4.7631
H 1.9197 4.1279 4.6151
H 0.6138 3.3879 5.5363
H -0.9963 4.8787 2.8355
H -2.0964 4.9686 0.6823
H -2.9561 3.4290 0.5682
H -1.6744 3.7974 -0.5781
H -0.7175 1.6163 0.1204
H 1.6029 1.6324 3.7471
H 0.7819 -2.5527 1.0177
H -0.0046 -2.3164 2.5817
H 1.6011 -3.0899 2.4647
H 2.8783 -1.1956 0.4538
H 3.6377 -1.7435 1.9687
H 3.4960 -0.0084 1.5991
H 0.9513 -0.5643 4.2658
H 2.5689 0.0898 3.9176
H 2.3448 -1.6435 4.1024